Record 1
DFT (the ωB97M-V functional and the def2-TZVPD basis) results for a structure of composition C21H25N6O6RbS in a non-equilibrium geometry.

Cartesian coordinates (Å):
1 Rb 0.8689 -0.5837 2.6859
2 S 3.0188 -0.0295 -0.0617
3 O -0.8239 1.1689 4.2993
4 O 0.0986 -4.1367 4.7344
5 O -1.6643 -2.4164 0.6418
6 O -2.7345 1.7949 5.2536
7 O -0.0694 -3.3842 2.6570
8 O 3.4877 -6.0614 -1.1603
9 N 1.4896 -5.7690 -0.2462
10 N 0.3911 1.2706 0.2367
11 N 0.8233 1.3235 -0.8939
12 N 2.8042 1.7966 -2.0002
13 N 2.1427 2.7405 -2.6948
14 N -1.9825 -1.4433 3.6696
15 C -1.3326 2.4311 1.3261
16 C 2.4527 -5.4376 -1.1304
17 C -2.7092 -1.7650 1.3205
18 C 3.9577 2.8654 -4.2507
19 C -3.0125 1.9731 -0.8209
20 C -0.9291 1.6943 0.2435
21 C -2.6439 2.9515 1.3617
22 C 3.7992 4.3262 -6.1878
23 C -1.7513 1.4502 -0.8594
24 C 2.6817 3.2800 -3.7941
25 C 2.1947 1.1181 -1.0671
26 C -0.2703 -3.3297 3.9128
27 C 4.4622 3.4193 -5.3955
28 C -2.6975 -0.3863 4.3330
29 C -2.0222 0.9927 4.6380
30 C -2.8622 -2.2243 2.7512
31 C -1.1706 -2.2069 4.5678
32 C -3.4380 2.7426 0.2736
33 C 2.1554 -4.2306 -2.0200
34 C 2.5476 4.7396 -5.7445
35 C 1.9594 4.1878 -4.6340
36 H -1.1200 -2.8458 1.3256
37 H 5.3737 3.0084 -5.7362
38 H 4.5787 2.1345 -3.6361
39 H -1.3987 0.9005 -1.7619
40 H 1.6886 -6.3695 0.5562
41 H -3.4773 -0.0660 3.6305
42 H -2.6145 -0.6282 1.3706
43 H -0.5898 2.4983 2.1696
44 H -2.5463 -3.2722 2.8595
45 H -0.5076 -1.5660 5.1271
46 H -3.6535 -1.9866 0.7709
47 H -3.9221 -2.0967 3.1184
48 H 0.8026 -5.0712 0.0470
49 H -3.1681 -0.7603 5.2754
50 H -3.7891 1.7617 -1.5542
51 H 1.1519 2.8853 -2.5351
52 H 1.1220 -3.9316 -2.0865
53 H -4.4749 3.0953 0.2934
54 H 2.3945 -4.4918 -3.0398
55 H 0.9206 4.4736 -4.3522
56 H 4.0773 4.6041 -7.1913
57 H 1.9776 5.4807 -6.2943
58 H -1.8140 -2.7544 5.2824
59 H -3.0097 3.5005 2.1945
60 H 2.7766 -3.3650 -1.7784

Summary:
HOMO-LUMO gap   5.95 eV
Relative energy (zero: lowest compared OMol25 entry of this formula, charge and spin)   1.4236 eV
Multiplicity   1
Charge   -2
F_max   2.35 eV/Å

Quick look at the Mulliken charges, all values in e: number 1, Rb, carries 0.846; number 2, S, carries -0.520; number 3, O, carries -0.672; number 4, O, carries -0.752; number 5, O, carries -0.526; number 6, O, carries -0.804; number 7, O, carries -0.760; number 8, O, carries -0.640; number 9, N, carries -0.430; number 10, N, carries -0.206; number 11, N, carries -0.265; number 12, N, carries -0.651; number 13, N, carries 0.233; number 14, N, carries 0.963; number 15, C, carries -0.060; number 16, C, carries 0.634; number 17, C, carries 0.361; number 18, C, carries -0.340; number 19, C, carries -0.540; number 20, C, carries 0.428; number 21, C, carries -0.753; number 22, C, carries -0.688; number 23, C, carries -0.085; number 24, C, carries 0.554; number 25, C, carries 0.008; number 26, C, carries 0.404; number 27, C, carries -0.278; number 28, C, carries -0.800; number 29, C, carries 0.282; number 30, C, carries -1.571; number 31, C, carries -0.950; number 32, C, carries -0.383; number 33, C, carries -0.885; number 34, C, carries -0.299; number 35, C, carries -0.555; number 36, H, carries 0.421; number 37, H, carries 0.342; number 38, H, carries 0.313; number 39, H, carries 0.375; number 40, H, carries 0.260; number 41, H, carries 0.393; number 42, H, carries -0.304; number 43, H, carries 0.300; number 44, H, carries 0.694; number 45, H, carries 0.489; number 46, H, carries 0.283; number 47, H, carries 0.417; number 48, H, carries 0.236; number 49, H, carries 0.236; number 50, H, carries 0.324; number 51, H, carries 0.165; number 52, H, carries 0.316; number 53, H, carries 0.309; number 54, H, carries 0.303; number 55, H, carries 0.257; number 56, H, carries 0.327; number 57, H, carries 0.314; number 58, H, carries 0.283; number 59, H, carries 0.443; number 60, H, carries 0.204

Record 2
DFT (the ωB97M-V functional and the def2-TZVPD basis) results for an isolated molecule of C21H25NO6 in a non-equilibrium geometry.

Cartesian coordinates (Å):
1 O 1.1170 1.7026 -0.3795
2 O 5.3829 2.2746 -0.0375
3 O 1.0349 5.0508 0.6886
4 O -3.5691 0.7035 -0.8659
5 O -3.1719 -4.5596 -1.4972
6 O -2.5637 -0.6801 3.0907
7 N -1.7704 -1.3047 -0.4570
8 C 3.9478 0.6659 -0.6200
9 C 1.7631 2.8518 0.0134
10 C -2.5377 1.5198 -0.5872
11 C 0.7820 3.9221 0.3139
12 C -2.2250 -5.6000 -1.4867
13 C -0.5012 3.2782 0.0500
14 C 7.5770 1.2563 -0.2924
15 C 5.2567 0.1662 -0.7358
16 C 4.0663 1.9709 -0.1862
17 C -1.7344 -2.6131 -1.0876
18 C -2.5314 0.7265 3.0936
19 C -1.8172 3.7165 0.1271
20 C -2.8936 -3.5028 -0.6125
21 C 6.0962 1.1863 -0.3692
22 C -0.9046 -0.3405 -1.1397
23 C -2.8238 2.8326 -0.1915
24 C -2.7893 -1.2588 1.8260
25 C -1.5029 -1.3426 0.9804
26 C 3.1035 2.9751 0.1042
27 C -1.2136 1.0626 -0.6850
28 C -0.2209 1.9669 -0.3550
29 H -3.5499 -0.6860 1.2795
30 H 3.4759 3.9363 0.4281
31 H -3.4595 1.1426 2.6843
32 H -2.4263 1.0255 4.1344
33 H 8.0078 0.3037 -0.5846
34 H -1.2651 -5.2878 -1.9124
35 H -1.8533 -2.4767 -2.1665
36 H -0.8868 -0.4796 1.2438
37 H -3.1870 -2.2551 2.0311
38 H -2.0582 -5.9725 -0.4686
39 H 0.1633 -0.5470 -0.9744
40 H -2.0309 4.7270 0.4358
41 H -2.6893 -3.8962 0.3933
42 H -3.8603 3.1252 -0.1440
43 H -1.6896 1.1301 2.5191
44 H -0.9359 -2.2403 1.2545
45 H 7.9532 2.0380 -0.9514
46 H 7.8921 1.4974 0.7221
47 H -3.8079 -2.9052 -0.5803
48 H -1.0969 -0.4178 -2.2161
49 H 5.5477 -0.8159 -1.0486
50 H -0.7705 -3.1185 -0.9096
51 H -3.2191 -0.2098 -0.9473
52 H -2.6422 -6.3975 -2.0983
53 H 3.0319 0.1530 -0.8256

Summary:
SMILES   COCCN(CCOC)Cc1c(O)ccc2c1O/C(=C\c1ccc(C)o1)C2=O
HOMO-LUMO gap   7.38 eV
Relative energy (zero: lowest compared OMol25 entry of this formula, charge and spin)   4.3901 eV
Multiplicity   1
F_max   1.36 eV/Å

Quick look at the Mulliken charges, all values in e: number 1, O, carries -0.502; number 2, O, carries -0.448; number 3, O, carries -0.701; number 4, O, carries -0.764; number 5, O, carries -0.440; number 6, O, carries -0.462; number 7, N, carries 0.319; number 8, C, carries 0.441; number 9, C, carries 0.388; number 10, C, carries -0.076; number 11, C, carries -0.271; number 12, C, carries -0.680; number 13, C, carries 0.315; number 14, C, carries -1.245; number 15, C, carries -1.083; number 16, C, carries 0.251; number 17, C, carries -0.881; number 18, C, carries -0.528; number 19, C, carries -0.659; number 20, C, carries -0.395; number 21, C, carries 0.593; number 22, C, carries -0.567; number 23, C, carries -0.812; number 24, C, carries -0.447; number 25, C, carries -0.792; number 26, C, carries -0.570; number 27, C, carries 0.591; number 28, C, carries 0.611; number 29, H, carries 0.325; number 30, H, carries 0.463; number 31, H, carries 0.290; number 32, H, carries 0.292; number 33, H, carries 0.334; number 34, H, carries 0.270; number 35, H, carries 0.341; number 36, H, carries 0.379; number 37, H, carries 0.270; number 38, H, carries 0.296; number 39, H, carries 0.291; number 40, H, carries 0.512; number 41, H, carries 0.324; number 42, H, carries 0.442; number 43, H, carries 0.146; number 44, H, carries 0.381; number 45, H, carries 0.296; number 46, H, carries 0.299; number 47, H, carries 0.266; number 48, H, carries 0.474; number 49, H, carries 0.457; number 50, H, carries 0.423; number 51, H, carries 0.453; number 52, H, carries 0.264; number 53, H, carries 0.526

Record 3
DFT (the ωB97M-V functional and the def2-TZVPD basis) results for a cluster of 2 separate species, C21H26BBr2N2O2 in total in a non-equilibrium geometry.

Cartesian coordinates (Å):
1 Br 2.9364 -1.3327 0.0968
2 Br -1.2327 -0.1957 -2.2621
3 O -0.1949 -2.4218 1.4206
4 O -4.2955 0.8866 -1.2041
5 N -4.1461 3.1572 -0.3230
6 N 0.4021 -4.8865 4.8829
7 C 0.2371 -0.1784 -0.8470
8 C -2.5449 1.1151 0.7631
9 C -2.1741 -5.8951 4.4712
10 C 1.4981 1.9057 0.2676
11 C -1.7192 -4.8075 3.7333
12 C -0.4350 -4.3446 3.9713
13 C 2.1940 3.5573 -4.4330
14 C 1.3491 -2.1723 -2.4516
15 C 2.4199 4.1720 -5.9575
16 C 1.3526 -1.1735 -1.1127
17 C -3.7030 1.7038 -0.2900
18 C 3.0494 2.2604 -3.8557
19 C -0.0682 -5.9401 5.5853
20 C -0.5037 -1.2814 2.0428
21 C 1.0733 4.2637 -3.4230
22 C 0.2748 0.1544 1.9093
23 C -1.1467 1.8642 0.3517
24 C 2.8429 1.6786 -2.3267
25 C 1.7460 2.3816 -1.2914
26 C 0.8968 3.6538 -1.9078
27 C -1.3347 -6.4761 5.4162
28 B 0.1955 0.8603 0.4267
29 H 0.0976 4.2029 -1.2114
30 H -4.2646 3.4805 0.6643
31 H -2.3492 -4.3318 2.9903
32 H 3.4757 0.7455 -1.9414
33 H 0.4326 5.1804 -3.7696
34 H -2.4817 -0.0484 0.5066
35 H 2.4741 1.4961 0.7712
36 H 3.8192 1.7746 -4.5955
37 H -0.0329 -3.5004 3.4188
38 H -1.6592 -7.3251 6.0070
39 H 0.6229 -6.3561 6.3131
40 H -1.4306 -1.3083 2.7946
41 H 2.1799 5.3232 -5.9392
42 H -3.4012 3.7354 -0.7884
43 H -0.9573 2.7129 1.1452
44 H 0.3082 -2.6682 -2.6528
45 H -2.9151 1.3159 1.8571
46 H -3.1745 -6.2868 4.3115
47 H 1.1993 2.8907 0.8647
48 H 3.5549 4.0214 -6.2170
49 H 1.4267 0.0888 2.2065
50 H 1.7231 3.5868 -6.7050
51 H -0.1982 0.9191 2.6815
52 H 2.1275 -3.0639 -2.3312
53 H -1.2712 2.3825 -0.6906
54 H 1.7248 -1.4771 -3.3436

Summary:
HOMO-LUMO gap   7.68 eV
Multiplicity   1
Charge   -1
F_max   8.52 eV/Å

Quick look at the Mulliken charges, all values in e: number 1, Br, carries -0.220; number 2, Br, carries -0.211; number 3, O, carries -0.589; number 4, O, carries -0.519; number 5, N, carries -0.618; number 6, N, carries -0.521; number 7, C, carries 0.657; number 8, C, carries 0.126; number 9, C, carries -0.443; number 10, C, carries -0.559; number 11, C, carries -0.242; number 12, C, carries -0.270; number 13, C, carries 0.478; number 14, C, carries -0.982; number 15, C, carries -0.910; number 16, C, carries -0.107; number 17, C, carries 0.108; number 18, C, carries -0.593; number 19, C, carries -0.273; number 20, C, carries 0.227; number 21, C, carries -0.645; number 22, C, carries -0.304; number 23, C, carries -0.749; number 24, C, carries -0.129; number 25, C, carries 0.370; number 26, C, carries -0.228; number 27, C, carries -0.300; number 28, B, carries -0.295; number 29, H, carries 0.202; number 30, H, carries 0.302; number 31, H, carries 0.405; number 32, H, carries 0.190; number 33, H, carries 0.210; number 34, H, carries 0.152; number 35, H, carries 0.341; number 36, H, carries 0.204; number 37, H, carries 0.549; number 38, H, carries 0.350; number 39, H, carries 0.365; number 40, H, carries 0.198; number 41, H, carries 0.269; number 42, H, carries 0.307; number 43, H, carries 0.053; number 44, H, carries 0.291; number 45, H, carries 0.292; number 46, H, carries 0.353; number 47, H, carries 0.235; number 48, H, carries 0.275; number 49, H, carries 0.205; number 50, H, carries 0.230; number 51, H, carries 0.182; number 52, H, carries 0.288; number 53, H, carries 0.077; number 54, H, carries 0.220

Record 4
DFT (the ωB97M-V functional and the def2-TZVPD basis) results for a cluster of 5 separate species, C21H26BClF12NO8PS in total.

Cartesian coordinates (Å):
1 Cl -3.1210 5.4432 -4.7218
2 S -0.3381 8.4423 -6.5903
3 P -2.0333 7.4970 -6.8741
4 F 2.4369 -0.5971 3.1272
5 F -2.4210 4.2618 2.6096
6 F -2.6183 2.1661 2.0937
7 F 2.8315 -11.7076 3.8048
8 F 3.0467 -9.6181 4.3387
9 F 1.4661 -10.8015 5.2174
10 F 1.3114 1.1874 2.5899
11 F -0.0170 -4.3808 -1.5154
12 F 0.1385 -4.8892 0.5783
13 F 0.9995 0.2381 4.5084
14 F 1.7996 -3.9360 -0.4339
15 F -4.0116 3.0847 3.4708
16 O 2.8793 2.0250 5.2386
17 O -3.4945 4.1362 0.1940
18 O 0.0386 -10.4128 2.9669
19 O 4.0590 1.4679 3.3980
20 O 1.9228 -9.7108 1.9460
21 O -5.3979 3.4411 1.1838
22 O 0.1444 -2.3439 1.2994
23 O -0.5982 -1.8549 -0.7734
24 N 1.2446 3.0759 -7.1859
25 C 1.3182 3.8006 -6.0752
26 C 0.1297 3.2001 -7.9021
27 C -3.3027 3.2876 2.3677
28 C -0.8265 4.8227 -6.3778
29 C 6.0381 1.5902 4.8178
30 C -0.9025 4.0558 -7.5416
31 C 0.5360 -7.9909 0.9116
32 C -1.7512 -1.0545 2.1225
33 C -4.2205 3.6379 1.1826
34 C 1.2169 -10.2198 2.9429
35 C 1.1802 -9.3510 0.7631
36 C -4.2130 4.4734 -1.0089
37 C 5.1596 2.3033 3.8142
38 C 2.1584 -10.5887 4.1046
39 C 1.9211 0.5428 3.5990
40 C 3.0137 1.4394 4.2074
41 C -0.2752 -1.0511 1.7903
42 C -4.8685 5.8320 -0.8906
43 C 0.4629 -3.9756 -0.3440
44 C 0.3352 4.6679 -5.6146
45 C -0.0840 -2.5838 0.0216
46 B -1.9589 5.7901 -5.9712
47 H -0.2094 -7.9946 1.7065
48 H -4.1285 6.5901 -0.6329
49 H 0.2959 -0.8719 2.6804
50 H 0.4729 5.2262 -4.7032
51 H 6.9044 2.2045 5.0595
52 H -5.6303 5.8333 -0.1118
53 H 5.7125 2.5210 2.9035
54 H 6.3834 0.6386 4.4133
55 H 0.0509 2.6200 -8.8082
56 H -2.0361 -0.1033 2.5653
57 H 5.4938 1.3832 5.7386
58 H 0.0475 -7.7001 -0.0173
59 H -5.3390 6.1056 -1.8345
60 H -0.0294 -0.2769 1.0683
61 H 1.9108 -9.3441 -0.0426
62 H -3.1290 8.2326 -6.3904
63 H 1.2845 -7.2404 1.1633
64 H -1.9820 -1.8547 2.8267
65 H -4.9385 3.6945 -1.2391
66 H 0.4457 -10.1235 0.5397
67 H 4.7784 3.2442 4.2080
68 H -2.3230 7.2849 -8.2373
69 H -3.4663 4.4776 -1.7999
70 H -1.7715 4.1245 -8.1830
71 H 2.2246 3.7028 -5.4940
72 H -2.3570 -1.2169 1.2310

Summary:
SMILES   S=[PH2]B(Cl)c1ccncc1.CCOC(=O)C(F)(F)F.CCOC(=O)C(F)(F)F.CCOC(=O)C(F)(F)F.CCOC(=O)C(F)(F)F
HOMO-LUMO gap   7.85 eV
Multiplicity   1
F_max   0.93 eV/Å

Quick look at the Mulliken charges, all values in e: number 1, Cl, carries -0.172; number 2, S, carries -0.378; number 3, P, carries 0.038; number 4, F, carries -0.258; number 5, F, carries -0.249; number 6, F, carries -0.232; number 7, F, carries -0.254; number 8, F, carries -0.246; number 9, F, carries -0.238; number 10, F, carries -0.246; number 11, F, carries -0.253; number 12, F, carries -0.262; number 13, F, carries -0.260; number 14, F, carries -0.261; number 15, F, carries -0.253; number 16, O, carries -0.515; number 17, O, carries -0.344; number 18, O, carries -0.508; number 19, O, carries -0.307; number 20, O, carries -0.306; number 21, O, carries -0.508; number 22, O, carries -0.358; number 23, O, carries -0.529; number 24, N, carries -0.582; number 25, C, carries -0.257; number 26, C, carries -0.315; number 27, C, carries 0.909; number 28, C, carries 0.542; number 29, C, carries -1.105; number 30, C, carries -0.318; number 31, C, carries -0.984; number 32, C, carries -1.210; number 33, C, carries 0.306; number 34, C, carries 0.338; number 35, C, carries -0.366; number 36, C, carries -0.061; number 37, C, carries -0.217; number 38, C, carries 0.903; number 39, C, carries 1.254; number 40, C, carries 0.004; number 41, C, carries 0.308; number 42, C, carries -1.126; number 43, C, carries 0.965; number 44, C, carries -0.346; number 45, C, carries 0.335; number 46, B, carries 0.253; number 47, H, carries 0.314; number 48, H, carries 0.309; number 49, H, carries -0.113; number 50, H, carries 0.346; number 51, H, carries 0.375; number 52, H, carries 0.357; number 53, H, carries 0.308; number 54, H, carries 0.306; number 55, H, carries 0.360; number 56, H, carries 0.304; number 57, H, carries 0.318; number 58, H, carries 0.379; number 59, H, carries 0.361; number 60, H, carries 0.389; number 61, H, carries 0.335; number 62, H, carries 0.074; number 63, H, carries 0.307; number 64, H, carries 0.325; number 65, H, carries 0.336; number 66, H, carries 0.329; number 67, H, carries 0.332; number 68, H, carries 0.070; number 69, H, carries 0.185; number 70, H, carries 0.323; number 71, H, carries 0.355; number 72, H, carries 0.380